# 1
{"formula": "C24H24IN6O5SV", "method": "ωB97M-V/def2-TZVPD", "elements": ["V", "N", "C", "C", "O", "N", "C", "C", "O", "O", "H", "H", "H", "H", "H", "H", "C", "C", "N", "C", "C", "C", "O", "C", "C", "N", "C", "C", "C", "C", "C", "C", "I", "C", "O", "H", "H", "H", "H", "H", "H", "H", "H", "H", "H", "H", "H", "N", "C", "S", "C", "C", "C", "N", "C", "C", "H", "H", "H", "H", "H", "H"], "xyz": [[1.0832, 1.2836, -0.1515], [3.0638, 2.0534, 0.7528], [4.0511, 1.6025, -0.2783], [3.4997, 1.9924, -1.6496], [4.2268, 2.3999, -2.5419], [2.1454, 1.8652, -1.6649], [1.3265, 2.5909, -2.6483], [0.1235, 3.1944, -1.8778], [-0.7304, 3.8563, -2.4103], [0.1370, 2.8641, -0.5697], [3.0280, 3.0668, 0.7456], [3.3224, 1.7600, 1.6823], [4.1330, 0.5198, -0.2162], [5.0364, 2.0344, -0.1600], [0.9102, 1.9435, -3.4223], [1.8918, 3.3732, -3.1442], [3.3872, -2.5507, -0.1914], [2.1172, -2.6226, 0.6064], [1.6906, -3.7897, 1.0389], [0.5443, -3.8483, 1.7559], [-0.2151, -2.7508, 2.0633], [-1.4801, -2.9487, 2.8506], [-1.5094, -2.2024, 4.0699], [0.2174, -1.4933, 1.5939], [-0.5761, -0.2780, 1.9008], [-0.3730, 0.9216, 1.4850], [-1.3944, 1.8743, 1.8620], [-2.7444, 1.5736, 1.7286], [-3.7248, 2.4895, 2.0870], [-3.3567, 3.7347, 2.5761], [-2.0091, 4.0451, 2.7123], [-1.0410, 3.1164, 2.3594], [0.9472, 3.6115, 2.7124], [1.3849, -1.4371, 0.8521], [1.7846, -0.2887, 0.3656], [3.5514, -3.5018, -0.6944], [4.2431, -2.3621, 0.4617], [3.3570, -1.7463, -0.9276], [0.2317, -4.8355, 2.0846], [-1.6106, -4.0147, 3.0394], [-2.3446, -2.6181, 2.2807], [-0.8178, -2.5387, 4.6480], [-1.4146, -0.4330, 2.5748], [-3.0303, 0.6098, 1.3202], [-4.7719, 2.2271, 1.9751], [-4.1096, 4.4615, 2.8605], [-1.7058, 5.0074, 3.1054], [-2.0965, -3.5305, -4.1347], [-2.6763, -2.7958, -3.1813], [-4.1869, -3.0907, -2.6175], [-1.7858, -1.6940, -2.6198], [-2.3364, -0.6068, -1.9808], [-1.5009, 0.3348, -1.4065], [-0.1694, 0.2213, -1.4061], [0.3632, -0.7811, -2.1033], [-0.4090, -1.7555, -2.7214], [-2.6495, -4.2560, -4.5608], [-1.2650, -3.2233, -4.6094], [-3.4114, -0.4935, -1.9304], [-1.8917, 1.2238, -0.9339], [1.4430, -0.7991, -2.1639], [0.0966, -2.5659, -3.2328]], "mulliken_spin": [1.962, 0.015, 0.013, -0.002, 0.006, -0.057, 0.005, 0.003, 0.007, -0.006, 0.004, 0.007, -0.002, 0.000, -0.001, -0.001, 0.003, -0.007, -0.001, 0.018, -0.004, 0.001, 0.000, 0.039, 0.015, -0.036, 0.015, -0.005, 0.001, 0.000, 0.000, -0.009, 0.002, -0.006, -0.016, 0.000, 0.000, -0.001, 0.001, 0.000, 0.000, 0.000, 0.002, 0.001, 0.000, 0.000, 0.000, 0.000, -0.002, 0.004, 0.009, -0.004, 0.042, -0.039, 0.030, -0.010, 0.000, 0.000, 0.000, -0.003, 0.006, 0.000], "spin_multiplicity": 3, "gap_ev": [6.7, 7.6], "total_charge": 0, "homo_ev": [-7.727, -8.667]}


# 2
{"formula": "C26H26N4O6", "method": "ωB97M-V/def2-TZVPD", "elements": ["C", "O", "C", "C", "C", "C", "C", "N", "C", "O", "C", "N", "C", "O", "N", "C", "C", "C", "C", "O", "N", "C", "C", "C", "C", "C", "O", "C", "O", "C", "C", "C", "C", "C", "C", "C", "H", "H", "H", "H", "H", "H", "H", "H", "H", "H", "H", "H", "H", "H", "H", "H", "H", "H", "H", "H", "H", "H", "H", "H", "H", "H"], "xyz": [[2.9195, 1.5078, 3.2137], [3.2663, 0.1541, 3.3735], [2.3534, -0.7931, 3.0172], [2.7259, -2.1194, 3.2452], [1.8603, -3.1420, 2.9206], [0.6168, -2.8806, 2.3682], [0.2462, -1.5635, 2.1387], [-0.9826, -1.2008, 1.5666], [-2.0808, -1.9649, 1.4025], [-2.2027, -3.1267, 1.7293], [-3.2492, -1.2128, 0.7416], [-2.8627, -0.4317, -0.4184], [-3.1183, 0.9236, -0.3709], [-3.6880, 1.4340, 0.5669], [-2.7003, 1.6749, -1.4556], [-2.8696, 3.1185, -1.3381], [-1.8224, 3.7362, -0.4108], [-0.3983, 3.4051, -0.8630], [-0.0614, 1.9606, -0.5491], [-0.4665, 1.3961, 0.4539], [0.7207, 1.3387, -1.4522], [1.1554, -0.0306, -1.2993], [2.4943, -0.1354, -0.6344], [3.4347, 0.7992, -0.3189], [4.4936, 0.0945, 0.3092], [4.1143, -1.2090, 0.3240], [2.9060, -1.3587, -0.2468], [-2.0507, 1.1862, -2.5723], [-1.6301, 1.9321, -3.4375], [-1.9124, -0.2661, -2.6141], [-1.3485, -0.8625, -3.7428], [-1.1768, -2.2266, -3.7980], [-1.5681, -3.0047, -2.7137], [-2.1258, -2.4334, -1.5889], [-2.3082, -1.0483, -1.5212], [1.1143, -0.5206, 2.4601], [2.7284, 1.7516, 2.1638], [2.0418, 1.7703, 3.8130], [3.7796, 2.0756, 3.5655], [3.6936, -2.3142, 3.6789], [2.1540, -4.1652, 3.1001], [-0.0586, -3.6829, 2.1276], [-1.0317, -0.2194, 1.3001], [-4.0187, -1.9434, 0.4743], [-3.6723, -0.5097, 1.4663], [-3.8689, 3.3100, -0.9428], [-2.7785, 3.5250, -2.3473], [-1.9718, 3.3524, 0.5998], [-1.9696, 4.8162, -0.4000], [-0.2819, 3.5980, -1.9300], [0.3101, 4.0301, -0.3131], [1.0298, 1.8394, -2.2695], [0.4221, -0.5627, -0.6842], [1.1810, -0.5090, -2.2843], [3.3864, 1.8528, -0.5080], [5.4003, 0.5097, 0.6970], [4.5895, -2.0921, 0.6993], [-1.0618, -0.2182, -4.5601], [-0.7450, -2.6893, -4.6715], [-1.4377, -4.0755, -2.7474], [-2.4160, -3.0693, -0.7706], [0.7975, 0.4897, 2.2582]], "nbo_charge": [-0.253, -0.498, 0.326, -0.276, -0.181, -0.290, 0.249, -0.650, 0.670, -0.615, -0.318, -0.444, 0.827, -0.623, -0.478, -0.223, -0.406, -0.512, 0.722, -0.702, -0.604, -0.262, 0.276, -0.331, -0.316, 0.099, -0.401, 0.694, -0.624, -0.238, -0.132, -0.247, -0.153, -0.283, 0.286, -0.368, 0.180, 0.178, 0.197, 0.220, 0.213, 0.247, 0.445, 0.225, 0.277, 0.232, 0.234, 0.242, 0.218, 0.228, 0.241, 0.412, 0.237, 0.223, 0.225, 0.230, 0.209, 0.239, 0.221, 0.223, 0.243, 0.239], "gap_ev": 8.2, "total_charge": 0, "homo_ev": -8.058, "smiles": "COc1cccc(NC(=O)Cn2c(=O)n(CCCC(=O)NCc3ccco3)c(=O)c3ccccc32)c1"}


# 3
{"formula": "C12H11Cl18F", "method": "ωB97M-V/def2-TZVPD", "elements": ["Cl", "C", "Cl", "Cl", "H", "Cl", "C", "Cl", "Cl", "H", "Cl", "C", "Cl", "Cl", "H", "Cl", "C", "Cl", "Cl", "H", "Cl", "C", "Cl", "Cl", "H", "Cl", "C", "Cl", "Cl", "H", "F", "C", "C", "C", "C", "C", "C", "H", "H", "H", "H", "H"], "xyz": [[-20.8716, 14.6632, 11.9980], [-20.5675, 13.6746, 13.5008], [-18.8221, 13.4848, 13.8150], [-21.2658, 12.0628, 13.4330], [-21.1024, 14.2388, 14.2604], [-15.6624, 10.2296, 14.1860], [-14.8896, 8.7228, 13.5758], [-15.4584, 7.2797, 14.5178], [-13.1629, 8.8209, 13.5858], [-15.2537, 8.5241, 12.5826], [-15.9553, 5.2925, 3.8388], [-16.0917, 5.3111, 5.6013], [-14.5623, 4.6239, 6.3218], [-17.4576, 4.4761, 6.2827], [-16.1208, 6.3274, 5.8445], [-16.5789, 10.2315, 7.9359], [-16.8231, 10.5955, 9.6964], [-17.1232, 12.2855, 10.0627], [-15.3782, 10.0531, 10.5038], [-17.6019, 10.0199, 10.0586], [-14.9425, 5.3711, 10.9909], [-14.3864, 3.9203, 11.7619], [-12.5483, 3.7715, 11.6812], [-15.2717, 2.4916, 11.3289], [-14.5899, 4.1694, 12.8203], [-25.1050, 5.7837, 11.6337], [-24.2038, 6.7080, 10.2890], [-22.6640, 6.0459, 9.8682], [-23.9613, 8.3919, 10.7326], [-24.7957, 6.7654, 9.4338], [-18.8128, 7.2347, 8.1171], [-18.8982, 7.8302, 9.3061], [-18.1668, 7.3382, 10.3363], [-18.4029, 7.8404, 11.6840], [-19.4524, 8.6917, 11.9478], [-20.0797, 9.2843, 10.7752], [-19.9565, 8.7712, 9.4752], [-17.4299, 6.5529, 10.2296], [-17.9200, 7.3860, 12.5718], [-19.6605, 9.0157, 12.9837], [-20.8169, 10.1263, 10.8645], [-20.6589, 9.0494, 8.7021]], "nbo_charge": [-0.013, -0.262, 0.024, 0.023, 0.231, 0.007, -0.269, -0.028, 0.056, 0.232, 0.017, -0.256, -0.025, 0.047, 0.216, -0.014, -0.249, 0.036, 0.008, 0.220, 0.026, -0.293, -0.021, 0.059, 0.231, -0.028, -0.247, 0.051, 0.012, 0.215, -0.323, 0.389, -0.315, -0.203, -0.241, -0.194, -0.291, 0.241, 0.227, 0.235, 0.224, 0.244], "gap_ev": 9.9, "total_charge": 0, "homo_ev": -9.683, "smiles": "ClC(Cl)Cl.ClC(Cl)Cl.ClC(Cl)Cl.ClC(Cl)Cl.ClC(Cl)Cl.ClC(Cl)Cl.Fc1ccccc1"}


# 4
{"formula": "C17H56AgB3F3N4O9SV2", "method": "ωB97M-V/def2-TZVPD", "elements": ["O", "V", "O", "V", "Ag", "B", "H", "H", "H", "H", "B", "H", "H", "H", "H", "B", "H", "H", "H", "H", "C", "F", "F", "F", "S", "O", "O", "O", "C", "C", "C", "O", "C", "N", "H", "H", "H", "H", "H", "H", "H", "H", "H", "H", "H", "C", "C", "C", "O", "C", "N", "H", "H", "H", "H", "H", "H", "H", "H", "H", "H", "H", "C", "C", "C", "O", "C", "N", "H", "H", "H", "H", "H", "H", "H", "H", "H", "H", "H", "C", "C", "C", "O", "C", "N", "H", "H", "H", "H", "H", "H", "H", "H", "H", "H", "H"], "xyz": [[2.7457, -3.6044, -10.4957], [1.6468, -2.9372, -9.5979], [-0.6364, -3.2908, -3.5740], [0.5651, -2.8447, -4.5032], [-0.3663, 0.8597, -9.8357], [0.8858, -1.1356, -10.7058], [1.9487, -1.2173, -10.8724], [0.7308, -0.9304, -9.6578], [0.3078, -0.4632, -11.3206], [0.4898, -2.1344, -10.8053], [0.8293, -5.0780, -5.3793], [1.3121, -4.7000, -4.4915], [0.7090, -4.2891, -6.1054], [1.4371, -5.8781, -5.7724], [-0.1214, -5.4965, -5.0872], [2.7561, -1.9600, -7.8539], [3.2168, -1.9991, -8.8289], [2.0591, -1.1370, -7.8229], [2.2271, -2.8961, -7.7632], [3.5790, -1.8128, -7.1716], [-2.9371, -2.8065, -7.6881], [-2.8763, -3.9514, -7.0701], [-3.3087, -2.9699, -8.9880], [-3.7771, -2.0385, -7.0471], [-1.1038, -2.0331, -7.5441], [-1.2832, -0.5897, -7.8873], [-0.6847, -2.3055, -6.1826], [-0.3346, -2.8071, -8.5215], [-2.5345, -0.6775, -11.5796], [-3.3654, 0.5834, -11.0789], [-4.9110, 0.3155, -11.0167], [-5.6376, 1.5376, -11.3652], [-7.0151, 1.4131, -11.1776], [-2.9048, 0.9772, -9.7830], [-3.2542, -1.2589, -12.1559], [-2.3936, -1.3107, -10.7036], [-1.6089, -0.5291, -12.1356], [-3.0732, 1.3388, -11.8084], [-5.1580, -0.1110, -10.0445], [-5.1770, -0.3799, -11.8127], [-7.1630, 1.5096, -10.1020], [-7.4518, 0.4775, -11.5269], [-7.6193, 2.1398, -11.7207], [-3.5415, 1.6842, -9.4441], [-3.0122, 0.2343, -9.1072], [-1.7368, 2.7378, -6.9356], [-1.3446, 2.2727, -5.5265], [-2.2807, 3.0220, -4.4675], [-1.9843, 4.4484, -4.3309], [-2.9257, 5.1264, -3.6376], [-1.5525, 0.8361, -5.5618], [-1.1242, 2.1893, -7.6511], [-1.6647, 3.8252, -6.9153], [-2.7770, 2.6003, -7.2310], [-0.3068, 2.5929, -5.4347], [-2.0531, 2.6023, -3.4876], [-3.3611, 2.9123, -4.5611], [-3.8337, 4.9846, -4.2237], [-2.7052, 6.1920, -3.5744], [-3.0647, 4.6119, -2.6868], [-1.1248, 0.3301, -4.7995], [-1.1549, 0.4271, -6.3953], [-0.4942, -6.3910, -8.4102], [0.7821, -6.1533, -9.2336], [0.4652, -5.6822, -10.7160], [0.0349, -4.3181, -10.8376], [-1.0245, -4.1075, -11.7787], [1.5396, -5.1084, -8.6207], [-1.0747, -7.1802, -8.8880], [-1.0124, -5.4363, -8.3209], [-0.1330, -6.6730, -7.4212], [1.4449, -7.0135, -9.3275], [-0.3421, -6.3341, -11.0496], [1.4319, -5.8315, -11.1970], [-1.4297, -3.0957, -11.7672], [-1.8764, -4.7843, -11.7131], [-0.5283, -4.3323, -12.7228], [2.3708, -5.6106, -8.3433], [1.1888, -4.9896, -7.6810], [-7.6032, -1.0395, -3.4424], [-6.6745, -2.3283, -3.3775], [-6.7838, -3.1578, -4.6784], [-6.1120, -4.3830, -4.6150], [-6.4593, -5.3037, -3.5860], [-5.2719, -1.9575, -3.1456], [-8.6736, -1.2356, -3.5034], [-7.2656, -0.3356, -4.2032], [-7.5600, -0.4081, -2.5549], [-7.0217, -2.7963, -2.4563], [-6.1998, -2.6019, -5.4119], [-7.8558, -3.2632, -4.8454], [-6.3623, -4.9249, -2.5686], [-5.7052, -6.0853, -3.6787], [-7.4116, -5.7757, -3.8281], [-4.7169, -2.8014, -3.1431], [-4.8484, -1.2690, -3.7511]], "mulliken_spin": [-0.191, 1.116, -0.223, 2.212, 0.012, 0.010, -0.005, -0.010, -0.001, 0.031, -0.058, 0.031, -0.006, 0.001, 0.009, 0.047, -0.010, 0.008, 0.017, -0.008, -0.002, 0.000, 0.001, -0.002, 0.046, -0.016, -0.026, -0.036, 0.002, 0.000, 0.000, 0.000, 0.000, 0.000, 0.000, 0.000, 0.000, 0.000, 0.000, 0.000, 0.000, 0.000, 0.000, 0.000, 0.000, -0.001, 0.005, 0.000, 0.000, 0.000, -0.004, 0.001, -0.001, 0.000, 0.000, 0.000, 0.000, 0.000, 0.000, 0.000, 0.003, 0.000, 0.005, -0.003, -0.001, 0.021, 0.005, 0.010, 0.000, -0.001, 0.000, -0.001, -0.001, -0.001, -0.001, 0.000, 0.000, 0.001, 0.014, 0.000, 0.000, 0.000, 0.000, 0.000, 0.000, 0.000, 0.000, 0.000, 0.000, 0.000, 0.000, 0.000, 0.000, 0.000, 0.000, 0.000], "spin_multiplicity": 4, "gap_ev": [7.4, 7.8], "total_charge": 0, "homo_ev": [-8.164, -8.639]}


So what do the calculations give for F_max? Going down the list: 0.061, 0.018, 0.056, 0.097 Eh/bohr.
So what do the calculations give for electronic energy? Going down the list: -3273.73674, -1676.95354, -8847.10442, -4384.38922 Eh.